1.
# C4H13NO2

3 unconnected molecules or ions with the total composition C4H13NO2 at a distorted geometry (ωB97M-V/def2-TZVPD, OMol25).

Values from the calculation:
SMILES string: C/C=C/CN.O.O

Last column: natural (NBO) charge in e.
Element x y z (Å)
N  0.91140  -0.61587  1.10621  -0.87
C  1.38052  -0.45193  -0.28626  -0.26
C  -0.18276  2.90705  -0.44100  -0.66
C  0.07920  1.53327  -0.95578  -0.15
C  1.27763  0.93202  -0.91500  -0.21
H  1.74325  -0.67201  1.68778  0.37
H  0.46906  -1.48386  1.39483  0.38
H  2.45044  -0.68649  -0.35563  0.19
H  0.76334  -1.08220  -0.92991  0.19
H  -0.76964  3.44341  -1.21477  0.21
H  0.74650  3.47064  -0.31682  0.22
H  -0.78194  3.06726  0.45641  0.23
H  -0.81147  0.95693  -1.23439  0.18
H  2.19541  1.46115  -1.15346  0.19
H  -1.03175  -0.44297  1.46392  0.48
H  -1.74846  0.78259  1.21823  0.46
O  -1.91048  -0.05989  1.68274  -0.95
H  -1.55280  -2.74717  -0.44212  0.47
H  -0.59716  -3.17920  -1.46331  0.46
O  -0.91770  -3.44910  -0.60703  -0.93

***

2.
# C4H13NO2

2 unconnected molecules or ions with the total composition C4H13NO2 at a distorted geometry (ωB97M-V/def2-TZVPD, OMol25).

Values from the calculation:
SMILES string: CN(C)CCO.O

Last column: natural (NBO) charge in e.
Element x y z (Å)
C  -0.27331  1.79655  -0.56175  -0.39
N  -0.50269  0.42842  -0.09609  -0.47
C  -1.71880  -0.14233  -0.63484  -0.41
C  -0.26694  0.14802  1.27584  -0.23
C  1.18003  -0.38576  1.31330  -0.05
O  0.96390  -1.66286  1.80191  -0.73
H  0.76078  2.02989  -0.54816  0.20
H  -0.62283  1.72599  -1.54879  0.20
H  -0.90371  2.49272  0.13099  0.16
H  -2.39224  -0.36560  0.16388  0.19
H  -1.49236  -0.91636  -1.36329  0.19
H  -2.35854  0.53995  -1.21450  0.19
H  -1.08755  -0.65198  1.55531  0.22
H  -0.35903  1.03987  1.88845  0.17
H  1.83501  0.24595  1.89709  0.15
H  1.62757  -0.43694  0.27247  0.15
H  1.70680  -2.28103  1.56792  0.47
H  1.18298  -1.16552  -1.17133  0.48
H  1.15514  -1.43316  -2.74034  0.48
O  1.56581  -1.00583  -1.98805  -0.96

***

3.
# C4H13NO2

3 unconnected molecules or ions with the total composition C4H13NO2 at a distorted geometry (ωB97M-V/def2-TZVPD, OMol25).

Values from the calculation:
SMILES string: C=CCCN.O.O

Last column: natural (NBO) charge in e.
Element x y z (Å)
C  -2.14924  2.00232  0.24640  -0.21
C  -0.95448  1.04098  -0.07030  -0.44
C  0.29328  1.58768  0.56695  -0.18
C  1.44851  1.52591  -0.08815  -0.39
N  -2.24954  2.24012  1.68906  -0.83
H  -1.84555  2.90603  -0.27129  0.19
H  -3.05727  1.57200  -0.17877  0.17
H  -1.15864  0.00000  0.18388  0.20
H  -0.87379  1.05481  -1.14906  0.21
H  0.33051  1.98766  1.56177  0.22
H  1.60050  0.85713  -0.91431  0.18
H  2.36106  2.01547  0.18773  0.19
H  -2.58638  1.37723  2.11545  0.34
H  -3.02496  2.87016  1.88533  0.36
H  1.10707  -5.19670  -4.99451  0.46
H  2.28281  -4.29740  -5.25441  0.47
O  1.49187  -4.66065  -5.66413  -0.93
H  2.42716  -3.07161  2.63222  0.46
H  1.84972  -2.87411  3.97591  0.46
O  2.70735  -2.93703  3.54025  -0.93

***

4.
# C4H13NO2

2 unconnected molecules or ions with the total composition C4H13NO2 at a distorted geometry (ωB97M-V/def2-TZVPD, OMol25).

Values from the calculation:
SMILES string: C[C@H](O)[C@@H](C)N.O

Last column: natural (NBO) charge in e.
Element x y z (Å)
C  0.72922  -1.00972  -1.67493  -0.64
C  0.23800  0.25236  -0.96915  -0.06
C  0.42662  0.25937  0.58812  0.09
C  1.87343  -0.08655  1.13080  -0.65
O  -0.45733  -0.65459  1.16205  -0.78
N  -1.16859  0.48210  -1.38201  -0.85
H  0.65584  -1.83642  -0.96126  0.20
H  1.68331  -0.91544  -2.25765  0.22
H  0.08534  -1.33515  -2.40765  0.22
H  0.87486  1.10896  -1.38134  0.18
H  -0.00193  1.18355  0.92104  0.19
H  2.04826  0.44453  2.21917  0.23
H  2.53292  0.24788  0.34805  0.21
H  2.05414  -1.19378  1.18350  0.21
H  -0.12665  -1.50427  1.59708  0.49
H  -1.71500  -0.38985  -1.18231  0.36
H  -1.49511  1.36435  -0.95594  0.38
H  -3.31109  1.64634  1.10229  0.46
H  -2.47731  0.45318  1.41699  0.49
O  -2.44892  1.48314  1.50315  -0.95

***

5.
# C4H13NO2

3 unconnected molecules or ions with the total composition C4H13NO2 at a distorted geometry (ωB97M-V/def2-TZVPD, OMol25).

Last column: natural (NBO) charge in e.
Element x y z (Å)
C  -1.23634  -0.92355  -0.19480  0.05
C  -2.09736  0.25555  -0.51067  -0.69
O  -0.92625  -0.71497  1.72253  -0.90
H  -1.80753  -0.53500  2.07163  0.46
H  -0.50939  -1.17448  -0.95615  0.20
H  -1.73968  -1.82586  0.12809  0.19
H  -3.00780  0.25806  0.08812  0.21
H  -1.56018  1.18128  -0.29253  0.25
H  -2.36629  0.25877  -1.57148  0.23
C  1.29591  1.02317  -1.14147  -0.42
C  1.92088  -0.67184  0.49376  -0.43
N  0.90306  0.26668  0.03038  -0.18
O  0.55304  1.16120  1.05837  -0.65
H  -0.08934  0.53193  1.58393  0.50
H  2.19556  1.62085  -0.95124  0.18
H  1.49430  0.33144  -1.96171  0.19
H  0.48453  1.69577  -1.41533  0.21
H  2.12546  -1.38975  -0.30237  0.19
H  2.84701  -0.15067  0.76452  0.18
H  1.52041  -1.19859  1.35641  0.22

***

6.
# C4H13NO2

3 unconnected molecules or ions with the total composition C4H13NO2 at a distorted geometry (ωB97M-V/def2-TZVPD, OMol25).

Values from the calculation:
SMILES string: CC/C=C/N.O.O

Last column: natural (NBO) charge in e.
Element x y z (Å)
C  2.46622  -1.27775  -0.55446  -0.61
C  1.72776  -0.84296  0.75703  -0.42
C  0.40295  -0.18167  0.56843  -0.31
C  0.17794  1.12049  0.82232  -0.02
N  -1.06393  1.70929  1.02094  -0.86
H  2.13939  -2.22661  -0.96526  0.20
H  3.44826  -1.56894  -0.16924  0.20
H  2.43578  -0.44406  -1.24624  0.20
H  1.42422  -1.73034  1.32308  0.21
H  2.41648  -0.13905  1.22467  0.20
H  -0.44715  -0.83694  0.41106  0.21
H  1.04053  1.75211  1.00984  0.18
H  -1.21657  2.67129  0.77197  0.38
H  -1.87063  1.10463  1.02897  0.41
H  -1.32039  0.98546  -1.08970  0.49
H  -0.69680  0.49924  -2.35529  0.48
O  -1.58368  0.76143  -2.00789  -0.97
H  -3.74879  -0.60778  0.33761  0.47
H  -2.89713  -0.23176  -0.90637  0.50
O  -2.83446  -0.51607  0.01852  -0.97

***

7.
# C4H13NO2

2 unconnected molecules or ions with the total composition C4H13NO2 at a distorted geometry (ωB97M-V/def2-TZVPD, OMol25).

Values from the calculation:
2S+1: 2
<S²>: 0.755
Net charge: +1

Last column: natural (NBO) charge in e.
Element x y z (Å)
C  -1.69946  0.62699  -0.49029  -0.29
N  -0.97963  -0.35317  0.25040  -0.13
C  -0.12157  -1.43984  -0.09131  0.03
O  -0.07776  -2.38240  0.91199  -0.67
C  -0.74931  1.78569  -0.88540  -0.39
C  0.08346  1.43819  -2.13549  -0.61
H  -2.14033  0.13709  -1.36369  0.24
H  -2.57979  1.04806  0.00438  0.27
H  -0.94997  -0.09190  1.25111  0.42
H  0.90972  -1.11203  -0.27227  0.25
H  -0.52663  -1.81131  -1.05012  0.21
H  -0.74362  -3.06681  0.75248  0.50
H  -0.02992  2.01753  -0.09634  0.23
H  -1.28740  2.72550  -0.99558  0.26
H  -0.50599  1.52831  -3.04374  0.23
H  0.89162  2.16478  -2.22063  0.24
H  0.57147  0.47131  -2.04401  0.19
H  4.06694  -1.04772  3.76770  0.47
H  2.66289  -1.56951  3.57708  0.46
O  3.20529  -1.06875  4.17373  -0.93

***

8.
# C4H13NO2

A molecular structure, C4H13NO2 at a distorted geometry (ωB97M-V/def2-TZVPD, OMol25).

Values from the calculation:
2S+1: 2
<S²>: 0.760
Net charge: +1

Last column: natural (NBO) charge in e.
Element x y z (Å)
C  -0.29882  -0.32267  0.07821  -0.74
C  1.12380  0.38968  -0.05560  0.53
C  1.89227  -0.09788  1.10448  -0.43
N  2.54611  -1.52657  0.64415  -0.62
C  1.78857  1.27344  -1.17716  -0.76
H  -0.98733  0.12910  -0.68527  0.27
H  -0.18419  -1.45277  -0.06510  0.30
H  -0.77465  -0.13637  1.13511  0.31
H  2.89970  0.49063  1.25450  0.26
H  1.66493  -1.49424  0.05984  0.34
H  3.17786  -1.44365  -0.15214  0.36
H  1.08136  1.02074  -2.03876  0.26
H  1.69406  2.42005  -1.12347  0.33
H  2.80862  1.11425  -1.53832  0.29
H  -4.04033  -0.06546  0.35470  0.45
H  -4.24433  1.75970  -0.08186  0.47
O  -4.51365  1.02960  0.46112  -0.59
H  1.41149  -0.43508  2.07095  0.28
H  -3.73014  -1.69320  -0.33458  0.47
O  -3.31533  -0.95930  0.08918  -0.80

***

9.
# C4H13NO3

3 unconnected molecules or ions with the total composition C4H13NO3 at a distorted geometry (ωB97M-V/def2-TZVPD, OMol25).

Values from the calculation:
SMILES string: CCCC(N)=O.O.O

Last column: natural (NBO) charge in e.
Element x y z (Å)
C  -0.30653  -2.29895  -1.97877  -0.61
C  -0.05924  -1.16007  -0.97700  -0.40
C  -0.92742  -1.23900  0.26243  -0.49
C  -0.50961  -0.16512  1.24459  0.69
N  -1.53450  0.56405  1.77049  -0.83
O  0.65033  0.08998  1.49496  -0.64
H  -0.94375  -3.05933  -1.51901  0.20
H  0.63202  -2.69303  -2.37335  0.22
H  -0.80202  -1.93796  -2.87916  0.21
H  0.98007  -1.25116  -0.62747  0.22
H  -0.15620  -0.17566  -1.41939  0.20
H  -1.98464  -1.07907  0.02377  0.20
H  -0.88977  -2.21157  0.74576  0.23
H  -2.48043  0.22400  1.69472  0.40
H  -1.28425  1.18984  2.52347  0.40
H  2.00431  1.64324  -1.18638  0.47
H  1.66795  2.94958  -0.40885  0.47
O  2.03448  2.60219  -1.22867  -0.95
H  0.55433  2.81931  1.48536  0.46
H  1.91363  2.21285  1.49487  0.48
O  1.44124  2.97589  1.85764  -0.93

***

10.
# C4H13NO6

4 unconnected molecules or ions with the total composition C4H13NO6 at a distorted geometry (ωB97M-V/def2-TZVPD, OMol25).

Values from the calculation:
SMILES string: N[C@H](CC=O)C(=O)O.O.O.O

Last column: natural (NBO) charge in e.
Element x y z (Å)
O  2.62500  1.13420  1.49238  -0.59
C  2.26470  1.15013  0.34170  0.79
O  3.03559  1.16498  -0.72933  -0.66
C  0.67925  0.99612  0.08344  -0.17
C  0.05838  1.70268  -1.07817  -0.55
C  -0.94147  0.94365  -1.97075  0.46
O  -0.95808  1.12654  -3.16223  -0.51
N  0.70702  -0.45554  -0.18028  -0.87
H  2.43140  1.32838  -1.49214  0.49
H  0.25636  1.25951  1.09663  0.25
H  -0.28950  2.66165  -0.74066  0.25
H  0.83248  2.16001  -1.70665  0.20
H  -1.75327  0.49189  -1.46501  0.12
H  1.49360  -0.95081  -0.60045  0.39
H  0.49422  -0.98550  0.70005  0.38
H  -0.46505  -3.02882  -0.80760  0.47
H  -0.36476  -3.80937  0.41177  0.47
O  -0.19004  -2.87187  0.10494  -0.94
H  -3.76561  -0.87373  1.06534  0.47
H  -2.56661  -0.36989  0.27913  0.47
O  -3.52427  -0.47466  0.22330  -0.94
H  0.45126  -0.60210  2.08615  0.46
H  -0.15530  -1.03220  3.45546  0.48
O  -0.35527  -0.66524  2.59297  -0.94

***

11.
# C4H13NOP

2 unconnected molecules or ions with the total composition C4H13NOP at a distorted geometry (ωB97M-V/def2-TZVPD, OMol25).

Values from the calculation:
Net charge: +1

Last column: natural (NBO) charge in e.
Element x y z (Å)
C  -1.83399  -0.94806  1.74056  -0.40
C  1.81267  0.25952  -1.78091  -0.97
C  0.04903  1.95194  0.10741  -0.89
C  0.52206  -0.87290  0.59843  -0.54
N  -0.40781  -0.86052  1.66303  -0.64
O  -0.99469  -0.30650  -1.44830  -0.96
P  0.27777  0.29258  -0.71353  1.81
H  -2.07384  -1.93996  1.16175  0.19
H  -2.21483  -1.01910  2.68673  0.23
H  -2.44850  -0.15588  1.16526  0.19
H  2.59504  -0.03218  -1.09871  0.26
H  1.53562  -0.49765  -2.62122  0.29
H  2.00711  1.34519  -2.22823  0.29
H  -0.20735  2.67900  -0.51657  0.25
H  -0.75067  1.82203  0.76414  0.27
H  1.00117  2.13473  0.42734  0.25
H  0.73953  -2.20240  -0.09139  0.16
H  1.62456  -0.71432  0.80485  0.26
H  0.00127  -1.36561  2.44998  0.40
H  -1.60145  0.18599  -1.97876  0.54

***

12.
# C4H13NOS

A molecular structure, C4H13NOS at a distorted geometry (ωB97M-V/def2-TZVPD, OMol25).

Last column: natural (NBO) charge in e.
Element x y z (Å)
C  -0.69003  1.37488  -1.96638  -0.59
C  -0.76967  0.52948  -0.66771  -0.19
C  0.29747  0.75075  0.44054  -0.43
C  1.07864  -0.53725  0.62080  -0.59
S  2.15865  -1.08971  -0.65443  0.02
N  -2.17134  0.99393  0.18468  -0.85
H  -0.73635  2.44162  -1.73547  0.22
H  0.23872  1.10733  -2.49206  0.22
H  -1.51198  1.12486  -2.62727  0.21
H  -0.46523  -0.43256  -1.11817  0.23
H  -0.22558  1.07685  1.33791  0.26
H  0.86770  1.66003  0.15208  0.22
H  0.43245  -1.43239  0.76748  0.25
H  1.63132  -0.40728  1.57319  0.23
H  3.20213  0.53392  -0.52718  0.10
H  -1.71044  -0.09745  -0.02361  0.40
H  -2.98778  0.96414  -0.43849  0.34
H  -2.25065  -1.35681  2.70999  0.46
H  -2.04458  -0.24417  1.74783  0.49
O  -1.53844  -0.79986  2.38261  -0.97

***

The calculation returns the following energy relative to the best compared isomer or geometry (same formula, charge and spin) values, one per record and in order: 57.6 58.7 37.2 36.0 109.5 21.4 30.1 156.0 10.6 72.5 59.6 132.4 kcal/mol.